Entry 1:
# C6H6N3

An isolated ion of composition C6H6N3 and charge +1 (ωB97M-V/def2-TZVPD, the OMol25 dataset).

CARTESIAN COORDINATES (ANGSTROEM)
C -1.19887 1.15246 0.89884
C -0.51900 2.10087 1.18060
C 1.16695 0.06066 -0.64504
C -1.02665 -1.09722 0.10145
C -1.91657 -0.10110 0.71956
C 1.25326 -1.31960 -1.12089
N 0.08527 -0.77781 -0.45381
N 1.76788 1.09966 -0.30414
N 1.57190 2.27048 0.01319
H -1.31780 -2.14539 0.08498
H -2.36143 -0.49619 1.64019
H -2.75458 0.10138 0.03704
H 1.15891 -1.52130 -2.18340
H 1.84146 -2.05872 -0.58346
H 2.24926 2.73181 0.61489

Output
2S+1: 1
Total charge: +1
Frontier orbital gap (alpha / beta) in eV: 7.172 / 7.173

***

Entry 2:
# C12H20N4O2S

C12H20N4O2S in the gas phase (ωB97M-V/def2-TZVPD, the OMol25 dataset).

CARTESIAN COORDINATES (ANGSTROEM)
C 3.17796 3.81700 -2.57405
C 2.31348 2.76564 -1.89146
C 2.23902 1.48113 -2.72655
C 1.42839 0.43967 -2.05401
N 1.90250 -0.58745 -1.41181
N 0.87518 -1.29497 -0.91233
C -0.22570 -0.68393 -1.26239
S -1.84936 -1.16631 -0.87114
C -1.52896 -2.82203 -0.16406
C -2.05879 -2.89957 1.25967
O -3.11567 -3.45895 1.48617
N -1.31764 -2.33989 2.23736
C -0.09452 -1.57846 2.11339
C -0.39382 -0.11434 2.46068
O -0.93017 -0.00038 3.75849
C -2.11394 -0.75631 3.89142
C -1.87212 -2.23603 3.57442
N 0.05568 0.43240 -1.99427
C -0.89207 1.35521 -2.54611
H 2.76797 4.07894 -3.54735
H 3.22730 4.71866 -1.96877
H 4.18889 3.44338 -2.71729
H 2.73189 2.52339 -0.91298
H 1.30872 3.16535 -1.73670
H 3.24251 1.07706 -2.86158
H 1.81842 1.70409 -3.71087
H -0.46128 -3.00461 -0.25680
H -2.09879 -3.52904 -0.76722
H 0.34576 -1.65001 1.12014
H 0.62305 -1.97201 2.84251
H 0.52285 0.47703 2.45276
H -1.10191 0.29795 1.72405
H -2.44169 -0.63000 4.92408
H -2.88727 -0.36492 3.21246
H -2.80661 -2.79663 3.60566
H -1.15879 -2.65835 4.28911
H -0.47091 1.82649 -3.43293
H -1.79985 0.81449 -2.81545
H -1.14969 2.12631 -1.81625

Output
2S+1: 1
Frontier orbital gap in eV: 9.049

***

Entry 3:
# C30H40N3OS

A 2-piece molecular cluster, C30H40N3OS overall (ωB97M-V/def2-TZVPD, the OMol25 dataset).

CARTESIAN COORDINATES (ANGSTROEM)
C -7.09795 -3.14270 1.13891
N -6.64645 -1.87634 0.59568
C -7.75626 -1.10201 0.06902
C -5.34379 -1.47937 0.56144
C -4.96253 -0.21709 -0.01662
C -3.62925 0.14385 -0.08710
C -2.59635 -0.73597 0.32193
C -1.22798 -0.40243 0.05809
C -0.17112 -1.26544 0.30112
C 1.19482 -0.90504 0.40031
C 2.21456 -1.94184 0.41793
C 1.90238 -3.26749 0.01550
C 2.84416 -4.28141 0.08974
C 4.17937 -3.99099 0.48381
N 5.13292 -4.98239 0.51517
C 6.45972 -4.81046 -0.02539
C 4.90843 -6.24555 1.16678
C 4.52319 -2.66564 0.85087
C 3.53682 -1.68705 0.88029
C 1.57899 0.50121 0.49661
C 0.76546 1.45697 1.15235
C 1.13258 2.78763 1.22983
C 2.35275 3.23058 0.65179
N 2.73310 4.57066 0.71513
C 3.97306 4.98604 1.34049
C 2.09746 5.59106 -0.08674
C 3.18827 2.28686 0.01549
C 2.80274 0.96449 -0.04948
C -2.96734 -1.94193 0.98351
C -4.30053 -2.28954 1.09573
H -6.41267 -3.50341 1.90600
H -8.09236 -2.99767 1.57588
H -7.18288 -3.91580 0.35604
H -7.43480 -0.17083 -0.40898
H -8.34576 -1.70144 -0.64273
H -8.44061 -0.84242 0.89112
H -5.71184 0.45620 -0.42034
H -3.32092 1.11575 -0.50560
H -1.04378 0.57306 -0.40531
H -0.40443 -2.32670 0.37143
H 0.89379 -3.50836 -0.33715
H 2.57477 -5.31465 -0.19011
H 6.53107 -3.85118 -0.55209
H 7.22269 -4.83935 0.77013
H 6.67510 -5.62402 -0.73784
H 3.91717 -6.26636 1.62823
H 4.98754 -7.06989 0.44589
H 5.66454 -6.40043 1.95199
H 5.54175 -2.41969 1.16195
H 3.80988 -0.71192 1.26447
H -0.19180 1.14598 1.58176
H 0.49405 3.52073 1.75168
H 4.42536 4.14976 1.88947
H 4.68813 5.35911 0.58989
H 3.76756 5.80868 2.04320
H 1.24093 5.16649 -0.63118
H 1.75815 6.40767 0.56711
H 2.82553 5.99603 -0.81001
H 4.13049 2.62053 -0.44235
H 3.49780 0.26126 -0.51072
H -2.20924 -2.59062 1.42146
H -4.54601 -3.21058 1.62030
C -2.75606 3.77992 -1.38295
S -1.90814 3.22209 -2.88744
C -1.17106 4.79887 -3.36073
C -0.75803 2.14190 -2.45335
O -2.91691 2.84124 -3.88311
H -2.05334 3.96588 -0.55662
H -3.28481 4.69593 -1.66640
H -3.47280 2.98703 -1.12985
H -0.32584 5.08203 -2.71837
H -0.85582 4.66590 -4.39938
H -1.97251 5.54011 -3.29308
H 0.01244 2.50161 -1.79809
H -0.66760 1.17298 -2.94639

Output
2S+1: 1
Total charge: +1
Frontier orbital gap in eV: 5.528

***

Entry 4:
# C5H9NO

C5H9NO in the gas phase (ωB97M-V/def2-TZVPD, the OMol25 dataset).

CARTESIAN COORDINATES (ANGSTROEM)
C -1.35231 -0.23763 -1.24499
C -0.88803 0.13078 0.14455
C -0.45867 1.55864 0.49682
O -0.94108 2.65241 0.37964
N 0.76816 1.11352 1.04646
C 0.49646 -0.28886 0.70708
C 1.56707 -0.90112 -0.16926
H -0.66014 0.11904 -2.01273
H -2.33350 0.20569 -1.43744
H -1.44419 -1.32537 -1.33420
H -1.65391 -0.14154 0.88365
H 0.94099 1.15478 2.03881
H 0.40828 -0.87914 1.63160
H 1.57984 -0.46745 -1.17328
H 1.42376 -1.98269 -0.24160
H 2.54725 -0.71103 0.28487

Output
2S+1: 1
Frontier orbital gap in eV: 10.361

***

Entry 5:
# C36H29IN8PPt

C36H29IN8PPt as an isolated structure (ωB97M-V/def2-TZVPD, the OMol25 dataset).

CARTESIAN COORDINATES (ANGSTROEM)
Pt 0.73260 0.56751 -1.02448
C 1.14421 4.73574 -2.65814
C 1.18224 3.33940 -2.66421
N 0.36025 2.63640 -1.89435
C -0.52825 3.29901 -1.12293
C -0.53016 4.68974 -1.10911
N 0.30496 5.38136 -1.86922
C -1.45063 2.44322 -0.36965
C -2.66276 2.82851 0.15411
C -3.54019 1.86965 0.68488
C -3.18040 0.52752 0.47362
C -1.98301 0.20754 -0.12379
N -1.07023 1.16420 -0.37494
C -1.67983 -1.07648 -0.76745
C -2.40440 -2.25685 -0.61420
N -2.20355 -3.30219 -1.40241
C -1.32555 -3.20294 -2.38635
C -0.52816 -2.06754 -2.50386
N -0.68351 -1.03687 -1.68178
C -4.81935 2.24788 1.30879
C -5.73235 1.28229 1.73099
C -6.94785 1.68432 2.27355
N -7.26421 2.96554 2.40881
C -6.40267 3.90370 2.03807
C -5.16476 3.58661 1.48860
H 1.81249 5.32284 -3.27693
H 1.87983 2.81030 -3.29354
H -1.20894 5.25163 -0.47659
H -2.95533 3.86531 0.09128
H -3.86943 -0.27233 0.70314
H -3.14599 -2.35866 0.17257
H -1.25385 -4.03245 -3.08054
H 0.21700 -1.98547 -3.28547
H -5.54332 0.21938 1.64585
H -7.68180 0.95576 2.59437
H -6.70453 4.93541 2.17164
H -4.50747 4.40290 1.21527
N 3.26391 -0.83129 0.02488
P 1.69578 -1.29379 0.48491
C 1.67506 -3.06928 0.20744
C 1.58958 -3.97767 1.26745
C 1.56602 -5.33422 0.98484
C 1.57430 -5.78380 -0.33024
C 1.67465 -4.87930 -1.38427
C 1.73318 -3.52446 -1.11786
C 1.59236 -0.97920 2.22833
C 2.59997 -0.32595 2.94460
C 2.43644 -0.12140 4.30499
C 1.26470 -0.51962 4.93812
C 0.25233 -1.15410 4.22281
C 0.40779 -1.37853 2.86762
C 3.51248 -0.50099 -1.28445
C 4.75589 -0.65387 -1.89117
C 4.89435 -0.31762 -3.21885
C 3.78849 0.16327 -3.93132
C 2.60369 0.30934 -3.26745
N 2.47000 -0.00342 -1.95258
H 4.04590 -1.21799 0.53745
H 1.57771 -3.64022 2.29429
H 1.53635 -6.04373 1.80172
H 1.50910 -6.84497 -0.53434
H 1.70144 -5.23381 -2.40717
H 1.86193 -2.81807 -1.92976
H 3.50838 0.00733 2.45545
H 3.22679 0.35175 4.87383
H 1.13565 -0.32959 5.99649
H -0.65458 -1.46886 4.72268
H -0.37251 -1.87733 2.30012
H 5.59028 -1.04179 -1.32091
H 5.85039 -0.43908 -3.71272
H 3.86198 0.41543 -4.98042
H 1.71626 0.67351 -3.76618
I 3.40879 2.80600 -0.09550
C 1.64364 1.76059 0.43855
H 0.92168 2.48327 0.80062
H 1.91875 1.10161 1.25237

Output
2S+1: 1
Total charge: +3
Frontier orbital gap in eV: 5.699

***

Entry 6:
# C2H6OSSi

C2H6OSSi in the gas phase (ωB97M-V/def2-TZVPD, the OMol25 dataset).

CARTESIAN COORDINATES (ANGSTROEM)
C -2.14589 -0.33835 -0.14897
C -0.65913 0.08441 -0.03278
O -0.36546 1.23849 -0.15152
S 0.60016 -1.19915 0.15883
Si 2.20120 0.30289 -0.10919
H -2.78735 0.43287 -0.07854
H -2.42504 -0.64019 -1.22197
H -2.41921 -1.11886 0.50428
H 3.58075 -0.40025 -0.04390
H 1.92502 1.38864 0.86018
H 2.09750 0.98306 -1.33490

Output
2S+1: 1
Frontier orbital gap in eV: 10.690

***

Entry 7:
# C5H13NO2

A 2-piece molecular cluster, C5H13NO2 overall (ωB97M-V/def2-TZVPD, the OMol25 dataset).

CARTESIAN COORDINATES (ANGSTROEM)
C 1.08810 -2.02207 -0.13829
C 1.33414 -0.54307 -0.14129
O 2.01337 -0.07318 0.95496
C 0.95710 0.30117 -1.10777
N 1.25462 1.68244 -1.02000
O 0.23751 -0.07655 -2.22899
H 1.52693 -2.49943 -1.01298
H 0.02393 -2.24672 -0.10769
H 1.55388 -2.43567 0.75246
H 2.04464 0.89118 0.87705
H 0.46921 2.21428 -1.39099
H 2.07192 1.92066 -1.57551
H 0.03086 -1.00981 -2.17450
C -2.01633 0.97562 0.48815
C -1.63120 -0.00248 1.58731
H -1.62133 0.65271 -0.47222
H -1.62485 1.96468 0.70904
H -3.10027 1.05128 0.40106
H -2.01557 0.33763 2.54692
H -2.04488 -0.98954 1.38540
H -0.55177 -0.09314 1.66789

Output
2S+1: 1
Frontier orbital gap in eV: 8.523